Density functional theory data (ωB97M-V/def2-TZVPD) for a cluster of 7 separate species, C30H51FO8 in total at a distorted geometry.

Geometry (Å):
O 1.478 -1.569 -7.894
C 1.974 -2.766 -7.574
C 1.109 -4.068 -7.054
C 1.721 -4.844 -5.901
C 3.203 -4.331 -5.322
O 3.505 -4.409 -4.023
C 4.226 -3.734 -6.497
F 5.685 -3.966 -6.387
C 3.627 -2.967 -7.648
H 0.074 -4.339 -7.539
H 1.169 -5.778 -5.463
H 4.294 -2.544 -8.536
C 2.473 -4.127 0.508
C 2.411 -3.850 -0.972
C 0.976 -4.202 -1.300
O 0.201 -3.926 -0.125
C 1.099 -3.694 0.969
H 3.281 -3.598 1.020
H 2.604 -5.202 0.679
H 2.585 -2.784 -1.158
H 3.135 -4.422 -1.558
H 0.870 -5.268 -1.527
H 0.585 -3.625 -2.143
H 1.077 -2.623 1.199
H 0.758 -4.247 1.849
C -0.813 -0.780 -0.109
C -2.019 -0.030 0.394
C -1.877 1.304 -0.307
O -1.217 1.051 -1.555
C -0.707 -0.290 -1.537
H -0.909 -1.866 -0.038
H 0.076 -0.476 0.457
H -2.934 -0.532 0.059
H -2.057 0.062 1.482
H -1.249 1.991 0.270
H -2.842 1.785 -0.491
H -1.328 -0.892 -2.210
H 0.321 -0.298 -1.909
C 0.699 3.823 -3.562
C 1.757 4.829 -3.186
C 1.017 5.717 -2.210
O 0.041 4.894 -1.556
C -0.047 3.647 -2.258
H 1.103 2.886 -3.952
H 0.032 4.252 -4.319
H 2.585 4.323 -2.677
H 2.164 5.378 -4.039
H 0.483 6.520 -2.729
H 1.680 6.165 -1.464
H 0.422 2.878 -1.633
H -1.098 3.381 -2.407
C 7.931 -4.531 2.596
C 7.869 -4.255 1.116
C 6.434 -4.607 0.788
O 5.659 -4.330 1.963
C 6.557 -4.099 3.057
H 8.739 -4.003 3.108
H 8.062 -5.607 2.767
H 8.043 -3.188 0.930
H 8.593 -4.827 0.530
H 6.328 -5.673 0.561
H 6.043 -4.030 -0.055
H 6.535 -3.028 3.287
H 6.216 -4.652 3.937
C -2.766 5.642 1.845
C -4.035 5.388 2.617
C -4.035 3.880 2.740
O -2.662 3.465 2.769
C -1.841 4.581 2.398
H -2.373 6.655 1.965
H -2.940 5.466 0.777
H -3.961 5.844 3.612
H -4.932 5.777 2.129
H -4.508 3.411 1.871
H -4.544 3.533 3.644
H -1.329 4.933 3.301
H -1.088 4.260 1.673
C -8.129 1.492 4.956
C -8.315 2.521 6.041
C -6.982 3.237 6.030
O -6.488 3.176 4.685
C -7.290 2.244 3.946
H -9.068 1.120 4.538
H -7.566 0.637 5.348
H -9.115 3.216 5.760
H -8.561 2.092 7.016
H -6.255 2.733 6.676
H -7.064 4.281 6.346
H -7.919 2.818 3.257
H -6.644 1.584 3.362

## Properties
SMILES = O=C1C=CC(=O)C(F)=C1.C1CCOC1.C1CCOC1.C1CCOC1.C1CCOC1.C1CCOC1.C1CCOC1
E_LUMO = -0.0768 Eh
Gap between HOMO and LUMO = 6.8 eV